14
Properties=species:S:1:pos:R:3 method="wB97M-V/def2-TZVPD" lumo_ha=0.0340 multiplicity=1 e_above_lowest_kcal_mol=115.1 e_homo_ev=-8.33
C -0.8595 -0.9139 0.6386
C -1.2705 0.3831 -0.0096
O -0.2960 1.2163 -0.6166
C 0.8643 1.2166 0.1782
C 1.4179 -0.1827 0.2078
O 0.4240 -1.0966 0.7665
H -1.4041 -2.2017 -0.7497
H -1.2584 -2.1549 -1.4884
H -2.0071 0.1799 -0.7911
H -1.7873 0.8946 0.8340
H 0.6227 1.5463 1.1997
H 1.5939 1.9148 -0.2414
H 2.2670 -0.2944 0.8786
H 1.6932 -0.5074 -0.8065